Entry 1:
C10H40F2Mn2N20O12P | ωB97M-V/def2-TZVPD

Summary:
HOMO-LUMO gap (spin up / spin down) (eV): 7.10 / 6.65
E_tot (eV): -142752.8397
Expectation value of S²: 30.0050
LUMO level (spin up / spin down) (eV): -6.70 / -7.15
Relative energy (zero: lowest compared OMol25 entry of this formula, charge and spin) (eV): 0.000
2S+1: 11
Total charge: +3

Cartesian coordinates (Å):
Mn -21.5506 -1.0836 35.7304
Mn -18.7025 4.3882 34.2002
O -21.4464 0.6360 34.6279
P -21.2522 1.9694 34.0495
O -20.1026 2.8195 34.3955
F -22.5364 2.7779 34.3341
F -21.3397 1.8505 32.5068
C -21.1060 6.5387 34.1406
O -20.0647 5.9714 34.5489
N -21.0957 7.7666 33.5453
N -22.3511 6.0095 34.3362
H -21.8315 8.1716 33.0028
H -20.1570 8.1359 33.5155
H -23.1374 6.5946 34.1279
H -22.4656 5.0536 34.6131
C -18.9594 -1.9578 33.8032
O -20.0382 -1.8888 34.4003
N -18.8759 -1.7232 32.4649
N -17.7899 -2.2516 34.4462
H -17.9967 -1.8295 31.9943
H -19.6556 -1.3639 31.9436
H -16.9390 -2.3069 33.9209
H -17.8299 -2.5114 35.4110
C -25.5854 0.9554 29.4481
O -26.3787 0.7192 30.3717
N -24.6159 1.9449 29.4193
N -25.6689 0.2446 28.2769
H -24.2519 2.1742 28.5158
H -24.5377 2.4934 30.2543
H -24.9735 0.3553 27.5614
H -26.3848 -0.4427 28.1326
C -16.0697 2.4039 34.2258
O -17.1330 3.0120 33.9824
N -16.0587 1.4448 35.2025
N -14.8877 2.6637 33.6187
H -16.7894 1.2517 35.8607
H -15.2033 0.9280 35.3120
H -14.8528 3.3346 32.8722
H -14.0727 2.1575 33.9092
C -23.0873 -2.6162 33.2252
O -22.7752 -2.0598 34.3136
N -22.9088 -3.9591 33.0830
N -23.3367 -1.9399 32.0505
H -23.0327 -4.3277 32.1598
H -22.6863 -4.4999 33.8979
H -23.6935 -1.0037 32.0465
H -23.3627 -2.4737 31.2039
C -22.8816 2.5885 38.0275
O -21.6991 2.3798 37.6300
N -23.9108 2.7349 37.1584
N -23.1986 2.4335 39.3559
H -23.6395 2.7798 36.2037
H -24.8640 2.9167 37.4161
H -24.0653 2.7533 39.7438
H -22.3876 2.2125 39.9045
C -28.9290 2.5387 32.6035
O -29.2711 2.9083 33.7134
N -27.6058 2.4019 32.2022
N -29.8428 2.3343 31.5765
H -27.2960 1.8323 31.4240
H -26.9241 2.5675 32.9134
H -29.4523 2.0694 30.6936
H -30.7991 2.1638 31.8248
C -21.2967 -0.7502 29.1085
O -20.2043 -0.2389 28.8874
N -22.2160 -0.1251 29.9407
N -21.7037 -1.9458 28.5614
H -23.1196 -0.5110 30.1028
H -22.1030 0.8354 30.1846
H -21.0568 -2.3090 27.8801
H -22.6038 -2.3617 28.6767
C -19.1419 0.2279 37.6447
O -20.0627 -0.2945 37.0040
N -18.0390 -0.4238 38.1049
N -19.1999 1.5530 37.9185
H -17.8600 -1.3890 37.8956
H -17.4011 -0.0132 38.7633
H -20.0664 2.0849 37.8009
H -18.5335 1.9602 38.5541
C -19.0979 4.6028 30.8969
O -19.1846 4.5272 32.1388
N -18.2061 5.4159 30.2729
N -19.7001 3.6713 30.1099
H -17.6532 6.1037 30.7515
H -18.0073 5.3366 29.2913
H -19.5683 3.5475 29.1224
H -20.2626 2.9698 30.5559

Results of the Löwdin charge analysis, in e, for atoms 1 through 8: number 1, Mn, carries 1.1348; number 2, Mn, carries 1.1071; number 3, O, carries -0.2897; number 4, P, carries 0.2134; number 5, O, carries -0.2912; number 6, F, carries -0.0747; number 7, F, carries -0.0710; number 8, C, carries -0.5686

=====

Entry 2:
C10H40F4HgN2O18S4 | ωB97M-V/def2-TZVPD

Summary:
HOMO-LUMO gap (eV): 1.63
E_tot (eV): -109221.4080
LUMO level (eV): -8.43
2S+1: 1

Cartesian coordinates (Å):
Hg -1.4026 2.8135 4.0157
N 0.3050 0.6756 0.3791
S 1.6293 0.1135 -0.1420
O 2.3053 0.6674 -1.3771
O 1.9791 -1.2833 0.2103
F 2.4680 0.9123 1.0046
S -0.4422 0.0802 -1.0458
O -0.2473 -1.3092 -1.4094
O -0.4818 1.1315 -2.0624
F -1.9795 0.0648 -0.4602
N 0.7845 6.6399 3.4482
S 1.9181 7.2625 4.2440
O 1.9667 8.7203 4.3962
O 3.2258 6.5410 4.2020
F 1.3670 6.7983 5.7071
S 1.4640 7.2300 1.9346
O 2.6293 6.5436 1.4050
O 1.2813 8.6456 1.6305
F 0.2667 6.5735 1.0949
C 0.3640 5.9227 -6.3980
O 1.5308 5.6736 -7.1519
H 0.5593 5.7674 -5.3370
H -0.0446 6.9315 -6.4569
H -0.4085 5.2075 -6.6806
H 2.1044 5.1993 -6.5456
C -9.1645 1.0072 2.6836
O -8.2617 -0.0855 2.6313
H -10.1971 0.6600 2.7197
H -8.9928 1.5474 3.6146
H -9.1224 1.6505 1.8047
H -8.1425 -0.3197 1.7080
C 9.5313 2.6064 4.5680
O 9.0529 3.7943 4.0096
H 10.5070 2.2045 4.2948
H 9.5562 2.5445 5.6560
H 8.9288 1.7300 4.3297
H 8.1443 3.9018 4.3003
C -7.3784 -1.0716 -3.7619
O -7.8009 -1.9332 -2.7484
H -8.0453 -1.1132 -4.6231
H -7.2638 -0.0281 -3.4685
H -6.3890 -1.4491 -4.0202
H -7.5876 -2.8266 -3.0276
O -1.8667 -6.5492 -3.8015
H -1.6320 -5.7218 -3.3813
H -2.8196 -6.5960 -3.7238
O -5.0307 4.4604 2.1077
H -5.4928 5.2102 2.4827
H -5.0545 4.6119 1.1628
O -3.6685 -0.5367 5.1840
H -4.5398 -0.7020 4.8237
H -3.4376 -1.3485 5.6355
C 2.8587 -8.8773 -0.0516
C 4.0035 -9.6044 -0.7861
O 4.1094 -9.1938 -2.1485
H 2.7910 -9.4209 0.8907
H 1.9096 -9.1920 -0.4853
H 2.9245 -7.7969 0.0773
H 3.9488 -10.6930 -0.7793
H 4.9815 -9.2984 -0.4145
H 4.8988 -8.6576 -2.2528
C -5.1194 -5.8477 1.5026
C -6.3379 -6.4600 2.1243
O -6.8265 -7.5071 1.3268
H -5.2286 -5.6753 0.4318
H -4.2247 -6.4380 1.7003
H -4.9127 -4.8552 1.9029
H -7.0266 -5.6609 2.3988
H -6.0541 -6.8431 3.1045
H -7.7659 -7.5294 1.5236
C 8.4894 3.3971 -2.4955
C 8.4280 3.5264 -4.0277
O 7.1530 3.2136 -4.4697
H 7.7816 4.0492 -1.9837
H 9.4189 3.7279 -2.0322
H 8.2963 2.3628 -2.2108
H 9.2062 2.9028 -4.4677
H 8.5489 4.5632 -4.3413
H 6.7738 2.6368 -3.8026

Results of the Löwdin charge analysis, in e, for atoms 1 through 8: number 1, Hg, carries 0.6386; number 2, N, carries -0.1431; number 3, S, carries 0.5137; number 4, O, carries -0.2070; number 5, O, carries -0.2035; number 6, F, carries -0.2129; number 7, S, carries 0.5962; number 8, O, carries -0.2308

=====

Entry 3:
C10H40N13O13 | ωB97M-V/def2-TZVPD

Summary:
HOMO-LUMO gap (eV): 9.00
E_tot (eV): -57009.4802
LUMO level (eV): 2.07
Relative energy (zero: lowest compared OMol25 entry of this formula, charge and spin) (eV): 0.000
2S+1: 1
Total charge: -1

Cartesian coordinates (Å):
N 5.0365 3.9102 21.2580
O 5.5053 3.0456 21.9242
O 5.5014 5.0641 21.2247
O 4.3141 3.5047 20.3735
C 6.0710 3.6884 17.1987
O 5.7869 2.3985 16.7434
H 7.1380 3.8912 17.1065
H 5.5380 4.4155 16.5860
H 5.7299 3.8198 18.2256
H 6.1114 1.7894 17.4108
C 7.9739 6.8846 19.0763
O 7.5823 6.7587 20.5076
H 8.6567 7.7243 18.9469
H 8.4185 5.9687 18.6870
H 7.0749 7.0926 18.4960
H 6.9394 6.0596 20.6476
C 4.0423 8.4175 21.3085
O 5.4109 8.5687 21.5122
H 3.8004 7.3913 21.0318
H 3.4033 8.6874 22.1493
H 3.7481 8.9926 20.4306
H 5.7716 7.9658 20.8580
C 1.0220 3.3725 22.8903
O 2.3025 2.8159 22.5457
H 0.9097 4.1069 23.6879
H 0.5620 3.8694 22.0361
H 0.4328 2.5164 23.2190
H 2.6978 3.4407 21.9333
C 2.3701 5.6176 17.6108
O 1.9487 6.2810 16.6468
N 1.6619 4.7807 18.2164
N 3.5957 5.6727 18.1927
H 0.7171 4.5055 17.9890
H 2.1974 4.1628 18.8092
H 4.1919 6.4066 17.8376
H 3.8764 5.1890 19.0337
C 1.3269 1.6991 18.6160
O 0.2093 1.5475 18.1614
N 2.3959 1.5080 17.8891
N 1.4735 2.1928 19.8175
H 2.3380 1.1049 16.9648
H 3.3090 1.7236 18.2631
H 0.5822 2.5594 20.1198
H 2.3134 1.9942 20.3420
C 3.9788 5.4524 24.8140
O 4.3430 5.0607 25.9501
N 2.7353 5.8414 24.4468
N 4.7766 5.8912 23.9059
H 2.6205 6.1893 23.5055
H 1.9544 5.7558 25.0816
H 5.7198 5.7304 24.2293
H 4.5250 5.9688 22.9308
C 7.5248 0.0016 23.0236
O 8.5847 -0.4710 23.4086
N 7.4717 0.8968 22.0714
N 6.3512 -0.2391 23.5224
H 6.6312 1.4281 21.8941
H 8.2979 1.3674 21.7308
H 5.6024 0.4043 23.3092
H 6.3431 -0.7283 24.4059
C 4.3503 -0.5038 19.6209
O 5.1119 -0.0440 18.7305
N 4.0101 0.1979 20.6874
N 3.8554 -1.6837 19.6215
H 4.2898 1.1672 20.6384
H 3.3498 -0.1176 21.3834
H 4.0237 -2.2679 18.8150
H 3.1962 -1.9862 20.3243
C 7.4755 3.9213 24.8948
O 8.1809 3.8432 25.9077
N 6.4075 3.1729 24.7508
N 7.6343 4.6988 23.8876
H 6.2054 2.5533 25.5223
H 5.9071 3.2306 23.8754
H 7.0951 4.7048 23.0335
H 8.5250 5.1672 23.8016

Results of the Löwdin charge analysis, in e, for atoms 1 through 8: number 1, N, carries -0.5814; number 2, O, carries -0.0012; number 3, O, carries -0.0367; number 4, O, carries -0.0266; number 5, C, carries -0.1848; number 6, O, carries -0.1146; number 7, H, carries 0.0708; number 8, H, carries 0.0747

=====

Entry 4:
C10H41B2O11 | ωB97M-V/def2-TZVPD

Summary:
HOMO-LUMO gap (eV): 7.58
E_tot (eV): -34899.3442
LUMO level (eV): 1.35
Relative energy (zero: lowest compared OMol25 entry of this formula, charge and spin) (eV): 7.449
2S+1: 1
Total charge: -1

Cartesian coordinates (Å):
O 2.4474 2.2373 -2.6351
H 1.7063 2.0228 -2.0639
H 2.1757 2.7459 -3.4027
H 3.0476 2.7413 -2.0807
B 0.0585 0.8057 -0.1963
H -0.7520 0.0989 -0.1075
H 1.0026 0.3537 -0.4583
H -0.0212 1.5454 -0.9777
H 0.1800 1.2272 0.7895
B 1.1840 2.9594 -5.9003
H 0.6597 3.3810 -6.7438
H 1.8244 3.7308 -5.5015
H 0.4556 2.6454 -5.1688
H 1.7414 2.0704 -6.1518
C 3.3726 -4.0942 -3.5752
C 2.5246 -2.8023 -4.0333
O 3.2668 -2.0162 -4.9552
O 2.8011 -5.2556 -3.3018
H 4.0852 -3.8864 -2.7770
H 4.0214 -4.4249 -4.3863
H 2.3375 -2.1006 -3.2205
H 1.5473 -3.0626 -4.4397
H 2.6097 -1.4048 -5.2957
H 2.0512 -5.0887 -2.7261
C -4.8734 -0.0045 -0.2333
C -6.3737 0.4423 -0.3242
O -7.1269 0.2758 -1.5175
O -4.1247 1.1117 -0.7299
H -4.7209 -0.8695 -0.8788
H -4.8261 -0.1403 0.8472
H -6.5433 1.5001 -0.1232
H -6.8695 -0.0605 0.5061
H -7.8612 0.8721 -1.3541
H -3.2548 0.7460 -0.5537
C 2.7754 -0.6571 3.6953
C 3.2551 -0.0032 4.9818
O 2.2902 0.9357 5.3849
O 1.3926 -0.6466 3.4186
H 3.1112 -1.6938 3.6675
H 3.3706 -0.3366 2.8403
H 4.2596 0.3613 4.7663
H 3.1930 -0.7360 5.7863
H 1.4592 0.8563 4.9108
H 1.3420 -0.1968 2.5720
C -1.1432 -4.3302 0.0489
C -1.4553 -3.9193 1.4245
O -0.3817 -4.2800 2.3510
O 0.0907 -3.7631 -0.2237
H -1.7693 -3.9818 -0.7725
H -0.9571 -5.3945 -0.0953
H -2.3681 -4.3802 1.8017
H -1.5755 -2.8375 1.3675
H 0.3141 -3.6394 2.1865
H 0.0497 -2.8045 -0.2544
C -1.1336 4.3424 3.9537
C 0.1924 4.9582 3.3187
O -0.1094 4.7724 1.9231
O -1.0048 2.9090 4.0133
H -2.0008 4.7472 3.4319
H -1.4206 4.5512 4.9843
H 1.0777 4.4768 3.7342
H 0.2061 6.0161 3.5808
H -0.1056 3.8410 1.6908
H -0.7069 2.5311 3.1826

Results of the natural (NBO) charge analysis, in e, for atoms 1 through 8: number 1, O, carries -0.7572; number 2, H, carries 0.5865; number 3, H, carries 0.5936; number 4, H, carries 0.5401; number 5, B, carries -0.8223; number 6, H, carries -0.0252; number 7, H, carries -0.0386; number 8, H, carries -0.0471

=====

> Which value of 2S+1 does entry 2 give?

1

=====

> Number 4 is which compound?

C10H41B2O11